DFT (the ωB97M-V functional and the def2-TZVPD basis) results for one molecule with the formula C4H8O.

Cartesian coordinates (Å):
C (1.4737, 0.0577, -0.1989)
C (-0.0191, -0.3231, -0.3545)
C (-0.8864, 0.9072, -0.3880)
C (-0.6993, -1.1761, 0.9995)
O (-1.5813, -0.4958, 1.4626)
H (2.0022, 0.5865, -1.0213)
H (1.5917, 0.6885, 0.6892)
H (1.9944, -0.8810, -0.0405)
H (-0.1902, -0.8291, -1.3278)
H (-1.9513, 0.7489, -0.6022)
H (-0.3606, 1.2512, -1.2865)
H (-0.7639, 1.6066, 0.4529)
H (-0.6100, -2.1416, 1.6156)

Output
- Total energy: -232.3773 hartree
- SMILES: CC(C)C=O
- Gap between HOMO and LUMO: 0.3856 Ha
- Charge: 0

Partial atomic charges computed with the Mulliken method, in multiples of e: number 1, C, carries -1.196; number 2, C, carries 0.323; number 3, C, carries -1.217; number 4, C, carries -0.120; number 5, O, carries -0.428; number 6, H, carries 0.360; number 7, H, carries 0.324; number 8, H, carries 0.314; number 9, H, carries 0.288; number 10, H, carries 0.308; number 11, H, carries 0.379; number 12, H, carries 0.308; number 13, H, carries 0.357